Below is a cluster of 2 separate species, C2H11N2O in total, with properties calculated with ωB97M-V with the def2-TZVPD basis set.

```
! RIJCOSX wB97M-V def2-TZVPD def2/J DEFGRID3
* xyz 1 1
N 0.42 -1.92 -1.79
C -0.83 -1.50 -1.28
O -0.97 -0.03 -0.97
H 0.64 -1.52 -2.70
H 1.18 -1.68 -1.16
H -1.59 -1.72 -2.01
H -1.02 -1.93 -0.30
H -0.59 0.44 -1.74
C 0.62 1.93 1.64
N 0.10 0.55 1.39
H -0.19 2.64 1.47
H 0.99 2.01 2.65
H 1.39 2.13 0.90
H -0.29 0.39 0.41
H -0.71 0.34 1.96
H 0.85 -0.13 1.55
*
```

Computed properties:
LUMO level (eV): -3.502
Calculated total energy (eV): -7273.5631
Gap between HOMO and LUMO (eV): 10.585


Below is a cluster of 9 separate species, C41H106N6O13 in total in a non-equilibrium geometry, with properties calculated with ωB97M-V with the def2-TZVPD basis set.

```
! RIJCOSX wB97M-V def2-TZVPD def2/J DEFGRID3
* xyz 0 1
C -20.76 6.64 6.62
O -21.22 6.65 5.29
C -20.40 5.98 4.39
C -21.13 5.75 3.06
C -20.85 4.34 2.48
N -20.73 6.83 2.10
H -19.74 7.06 6.63
H -20.75 5.66 7.10
H -21.32 7.37 7.20
H -19.40 6.40 4.20
H -20.24 4.99 4.87
H -22.20 5.85 3.25
H -21.30 4.12 1.52
H -21.39 3.74 3.23
H -19.81 4.03 2.41
H -20.13 7.47 2.61
H -21.59 7.37 1.97
C -17.96 8.35 8.86
O -17.08 8.85 7.88
C -16.93 7.98 6.77
C -16.09 8.70 5.71
C -14.69 9.04 6.20
N -16.79 9.90 5.19
H -18.81 7.81 8.43
H -18.25 9.14 9.54
H -17.48 7.53 9.41
H -16.50 7.05 7.15
H -17.90 7.76 6.30
H -16.02 7.96 4.91
H -14.75 9.66 7.10
H -14.01 9.53 5.50
H -14.19 8.12 6.51
H -16.76 10.53 6.00
H -16.03 10.36 4.67
C -16.80 11.65 -1.15
O -15.91 12.72 -1.36
C -16.55 13.92 -1.73
C -15.62 15.11 -1.75
N -14.31 14.77 -2.31
C -13.34 15.81 -1.99
C -11.94 15.44 -2.52
O -11.49 14.29 -1.80
C -10.85 14.71 -0.61
H -16.21 10.82 -0.75
H -17.28 11.41 -2.10
H -17.51 11.87 -0.35
H -17.36 14.04 -0.99
H -17.10 13.73 -2.66
H -15.47 15.31 -0.68
H -16.00 16.01 -2.22
H -13.99 13.93 -1.84
H -13.41 16.18 -0.96
H -13.63 16.71 -2.56
H -11.30 16.32 -2.41
H -12.12 15.31 -3.59
H -11.58 15.08 0.12
H -10.08 15.46 -0.81
H -10.42 13.86 -0.09
C -23.01 11.05 12.75
O -22.19 11.19 11.62
C -22.60 10.42 10.50
C -21.44 10.50 9.50
N -21.28 9.28 8.68
C -22.27 9.08 7.64
C -22.26 10.22 6.62
O -20.90 10.23 6.17
C -20.66 10.74 4.88
H -23.25 10.02 13.02
H -23.92 11.65 12.61
H -22.47 11.52 13.58
H -23.41 11.01 10.05
H -22.90 9.40 10.72
H -20.52 10.69 10.06
H -21.45 11.39 8.85
H -20.38 9.52 8.27
H -23.28 8.97 8.06
H -22.16 8.12 7.12
H -22.46 11.23 6.99
H -22.93 9.98 5.79
H -21.45 11.35 4.43
H -20.53 9.93 4.15
H -19.75 11.34 4.89
C -15.10 3.84 4.58
O -13.94 4.03 3.79
C -14.28 4.85 2.67
C -13.04 5.28 1.94
N -12.43 4.25 1.10
C -10.97 4.40 0.98
C -10.66 5.52 -0.04
O -9.42 5.17 -0.66
C -9.38 5.17 -2.08
H -15.51 4.76 5.00
H -14.81 3.16 5.38
H -15.88 3.31 4.02
H -14.66 5.80 3.08
H -15.03 4.46 1.99
H -12.33 5.63 2.69
H -13.20 6.14 1.28
H -12.62 3.36 1.57
H -10.59 3.45 0.60
H -10.38 4.60 1.88
H -10.51 6.46 0.50
H -11.42 5.69 -0.80
H -9.34 6.21 -2.43
H -10.24 4.61 -2.46
H -8.44 4.65 -2.27
C -20.94 2.06 -1.34
O -20.12 3.11 -0.85
C -18.78 3.10 -1.27
C -18.17 4.51 -1.25
N -17.31 4.67 -0.07
C -16.77 6.03 0.05
C -15.57 6.21 -0.87
O -14.91 7.46 -1.00
C -15.57 8.35 -1.88
H -21.31 1.55 -0.44
H -20.37 1.31 -1.89
H -21.79 2.45 -1.90
H -18.64 2.80 -2.32
H -18.18 2.31 -0.81
H -19.03 5.18 -1.17
H -17.64 4.73 -2.17
H -17.88 4.50 0.74
H -16.49 6.09 1.10
H -17.53 6.81 -0.12
H -15.74 5.80 -1.88
H -14.74 5.56 -0.57
H -14.89 8.98 -2.45
H -16.22 8.99 -1.28
H -16.24 7.87 -2.61
C -10.77 7.02 4.53
C -11.08 8.06 3.48
C -12.42 8.77 3.67
O -10.09 9.13 3.64
H -9.89 6.40 4.39
H -11.66 6.39 4.59
H -10.78 7.47 5.53
H -10.95 7.71 2.45
H -12.68 9.35 2.78
H -12.43 9.47 4.51
H -13.22 8.03 3.70
H -10.46 9.87 3.14
C -18.08 8.90 2.68
C -16.63 8.90 2.11
C -16.07 10.30 2.20
O -15.84 7.96 2.82
H -18.04 8.73 3.76
H -18.74 8.12 2.29
H -18.59 9.84 2.48
H -16.72 8.52 1.09
H -15.24 10.36 1.49
H -15.65 10.43 3.19
H -16.72 11.11 1.88
H -15.26 8.47 3.40
C -14.54 12.33 0.82
C -14.13 11.55 2.09
C -12.64 11.72 2.35
O -14.91 12.04 3.18
H -14.71 13.39 1.02
H -15.47 11.85 0.51
H -13.83 12.22 0.00
H -14.35 10.48 2.07
H -12.35 11.25 3.30
H -12.34 12.77 2.37
H -11.98 11.11 1.72
H -14.83 13.00 3.18
*
```

Computed properties:
LUMO level (eV): 0.466
Calculated total energy (eV): -79779.3772
Gap between HOMO and LUMO (eV): 9.081
SMILES: COC[C@H](C)N.COC[C@H](C)N.COCCNCCOC.COCCNCCOC.COCCNCCOC.COCCNCCOC.CC(C)O.CC(C)O.CC(C)O


- What is the formula in the second record?
  C41H106N6O13


- Look up the LUMO level of the first one.
  -3.502 eV


Copy entry 1 word for word.
Below is a cluster of 2 separate species, C2H11N2O in total, with properties calculated with ωB97M-V with the def2-TZVPD basis set.

```
! RIJCOSX wB97M-V def2-TZVPD def2/J DEFGRID3
* xyz 1 1
N 0.42 -1.92 -1.79
C -0.83 -1.50 -1.28
O -0.97 -0.03 -0.97
H 0.64 -1.52 -2.70
H 1.18 -1.68 -1.16
H -1.59 -1.72 -2.01
H -1.02 -1.93 -0.30
H -0.59 0.44 -1.74
C 0.62 1.93 1.64
N 0.10 0.55 1.39
H -0.19 2.64 1.47
H 0.99 2.01 2.65
H 1.39 2.13 0.90
H -0.29 0.39 0.41
H -0.71 0.34 1.96
H 0.85 -0.13 1.55
*
```

Computed properties:
LUMO level (eV): -3.502
Calculated total energy (eV): -7273.5631
Gap between HOMO and LUMO (eV): 10.585


- What is the gap between HOMO and LUMO in the first record?
  10.585 eV